[1]
Here is C38H61BrN3ReS2Si as an isolated structure from OMol25. Energies are from ωB97M-V/def2-TZVPD.

Summary:
Relative energy (zero: lowest compared OMol25 entry of this formula, charge and spin): 2.362 eV
Total charge: +3
2S+1: 2
Maximum force: 0.6 eV/A
HOMO-LUMO gap (spin up / spin down): 6.8 / 6.6 eV

XYZ file:
```
107
Properties=species:S:1:pos:R:3:mulliken_charge:R:1
Re -1.947 0.571 0.205 -0.0511
C -3.991 0.016 1.177 -0.7233
C -4.477 1.217 1.732 -0.8333
C -3.586 1.680 2.713 -0.4779
C -2.559 0.757 2.826 -0.3602
C -2.783 -0.343 1.894 0.0685
H -4.550 -0.636 0.523 0.6463
H -5.394 1.713 1.440 0.4970
H -3.678 2.607 3.257 0.5175
H -1.682 0.846 3.451 0.4778
H -2.571 -1.375 2.140 0.7684
C -5.917 -3.006 -4.280 -1.5214
C -4.503 -2.615 -4.750 1.9589
C -4.601 -1.723 -5.999 -1.6199
C -3.719 -3.881 -5.097 -2.0227
C -3.855 -1.835 -3.625 0.2648
C -4.315 -0.559 -3.277 -1.1918
C -3.753 0.124 -2.229 -0.6722
N -2.742 -0.383 -1.488 0.0303
C -2.275 -1.614 -1.807 0.4835
C -2.811 -2.341 -2.853 -0.4576
C -1.195 -2.102 -0.944 0.2914
C -0.493 -3.274 -1.169 -0.4256
C 0.519 -3.678 -0.303 -0.0884
C 0.776 -2.828 0.777 -0.9600
C 0.065 -1.664 0.936 -0.1962
N -0.915 -1.292 0.095 -0.0151
C 1.327 -4.946 -0.501 1.9279
C 2.790 -4.539 -0.753 -1.5242
C 1.236 -5.798 0.776 -1.6032
C 0.824 -5.770 -1.686 -2.1096
H -6.423 -3.546 -5.081 0.4466
H -6.521 -2.130 -4.037 0.3810
H -5.879 -3.657 -3.405 0.3733
H -5.000 -2.311 -6.825 0.4664
H -3.622 -1.347 -6.299 0.3813
H -5.275 -0.878 -5.855 0.3645
H -4.200 -4.379 -5.937 0.4324
H -3.705 -4.595 -4.271 0.4207
H -2.692 -3.655 -5.395 0.4690
H -5.126 -0.093 -3.817 0.4786
H -4.107 1.104 -1.946 0.7015
H -2.418 -3.323 -3.064 0.4922
H -0.738 -3.881 -2.026 0.6716
H 1.539 -3.070 1.505 0.5944
H 0.263 -1.000 1.765 0.3213
H 3.207 -3.983 0.090 0.3510
H 2.882 -3.928 -1.653 0.3655
H 3.396 -5.434 -0.889 0.4517
H 1.680 -5.299 1.638 0.3438
H 1.781 -6.730 0.624 0.4597
H 0.201 -6.048 1.013 0.3896
H 0.915 -5.229 -2.631 0.4297
H -0.213 -6.085 -1.551 0.4694
H 1.427 -6.672 -1.776 0.4374
C 3.033 4.547 1.088 -1.9449
C 2.762 3.937 2.466 2.5857
C 3.893 4.379 3.436 -1.6645
C 1.429 4.502 2.984 -1.5970
Si 2.876 2.054 2.533 -2.4549
Br 0.140 1.717 0.933 0.1807
C 2.483 1.163 4.152 2.8334
C 1.680 1.978 5.172 -2.0611
C 1.740 -0.162 3.928 -1.3153
C 3.881 0.874 4.761 -1.7554
C 3.883 1.148 1.218 3.0298
C 5.311 1.696 1.496 -1.8128
C 3.915 -0.378 1.348 -2.3935
C 3.496 1.484 -0.230 -1.5683
H 3.038 5.635 1.195 0.6041
H 2.251 4.289 0.371 0.2774
H 4.000 4.264 0.673 0.4065
H 3.908 5.472 3.451 0.5632
H 4.884 4.051 3.116 0.3634
H 3.727 4.048 4.461 0.3357
H 1.487 5.592 2.930 0.5477
H 1.227 4.242 4.018 0.3608
H 0.583 4.189 2.370 0.2216
H 0.680 2.220 4.809 0.3349
H 2.176 2.900 5.469 0.4411
H 1.566 1.371 6.075 0.5504
H 0.718 0.025 3.588 -0.1812
H 1.674 -0.688 4.884 0.6002
H 2.237 -0.823 3.221 0.2247
H 4.452 1.787 4.946 0.4030
H 4.484 0.200 4.155 0.3671
H 3.731 0.393 5.731 0.5535
H 5.659 1.487 2.511 0.3940
H 5.397 2.766 1.307 0.3864
H 6.001 1.191 0.814 0.5496
H 4.260 -0.726 2.321 0.3360
H 4.613 -0.767 0.602 0.6088
H 2.937 -0.817 1.139 0.4102
H 3.409 2.550 -0.421 0.3086
H 2.557 1.002 -0.507 0.2569
H 4.277 1.093 -0.888 0.5349
S -2.909 2.762 -0.370 -0.5202
C -2.006 3.450 -1.643 0.6059
N -2.371 4.582 -2.199 -0.2149
C -1.518 5.129 -3.259 -0.5910
C -0.670 3.960 -3.764 -0.5379
S -0.607 2.762 -2.385 -0.0110
H -3.159 5.104 -1.837 0.2648
H -0.906 5.934 -2.851 0.3075
H -2.144 5.531 -4.053 0.3420
H 0.346 4.266 -3.995 0.4296
H -1.106 3.473 -4.633 0.3328
```



[2]
Here is C38H61FeN9O14 as an isolated structure in a non-equilibrium geometry from OMol25. Energies are from ωB97M-V/def2-TZVPD.

Summary:
Relative energy (zero: lowest compared OMol25 entry of this formula, charge and spin): 0.000 eV
2S+1: 5
Maximum force: 3.6 eV/A
HOMO-LUMO gap (spin up / spin down): 7.7 / 7.8 eV

XYZ file:
```
123
Properties=species:S:1:pos:R:3:mulliken_charge:R:1
Fe 19.950 -12.334 25.746 0.7084
O 19.774 -11.712 23.806 -1.0252
C 20.426 -12.747 23.087 0.1566
C 21.586 -13.467 23.806 3.2479
O 21.392 -13.663 25.168 -1.0497
H 20.829 -12.276 22.181 -0.0328
H 19.685 -13.497 22.778 0.4294
H 22.509 -12.893 23.613 -0.9646
H 21.778 -14.383 23.224 -1.4055
C 17.203 -14.305 25.814 -0.0021
O 18.320 -13.780 25.779 -0.4980
N 16.283 -14.039 24.891 0.2024
C 14.994 -14.733 24.903 -0.9801
C 16.471 -13.176 23.748 -0.6259
H 16.921 -15.094 26.519 0.3409
H 14.919 -15.540 24.168 0.3587
H 14.261 -14.014 24.535 0.3107
H 14.682 -15.098 25.877 0.3542
H 16.513 -13.785 22.840 0.3786
H 15.680 -12.448 23.557 0.3289
H 17.393 -12.601 23.853 -0.1056
C 17.027 -9.292 22.485 0.8502
O 15.888 -9.590 22.197 -0.6565
N 17.543 -8.046 22.638 0.1121
C 18.975 -7.890 22.932 -0.7405
C 16.787 -6.849 22.373 -1.0257
H 17.839 -10.035 22.573 -0.2620
H 19.490 -7.265 22.194 0.3107
H 19.543 -8.812 23.017 0.1022
H 19.042 -7.259 23.821 0.3603
H 15.728 -7.047 22.229 0.3385
H 16.838 -6.225 23.272 0.3361
H 17.173 -6.294 21.516 0.3079
C 23.118 -14.109 17.617 0.0162
O 24.134 -13.737 17.056 -0.6297
N 22.628 -13.577 18.756 0.4476
C 23.275 -12.400 19.317 -0.2306
C 21.432 -14.096 19.389 0.5285
H 22.517 -14.956 17.247 0.4098
H 23.763 -12.611 20.273 -0.0120
H 22.443 -11.721 19.538 -0.1894
H 23.958 -11.958 18.602 0.3616
H 21.631 -14.618 20.327 -0.4737
H 20.835 -13.229 19.680 -0.8087
H 20.908 -14.728 18.678 0.5789
C 20.187 -16.624 27.074 -0.2337
O 20.500 -16.934 28.202 -0.6204
N 19.739 -17.476 26.110 0.2877
C 19.489 -17.040 24.759 -0.7158
C 19.789 -18.897 26.431 -1.0070
H 20.311 -15.588 26.727 0.5998
H 18.489 -17.359 24.452 0.3775
H 20.175 -17.480 24.027 0.3521
H 19.615 -15.964 24.643 -0.0805
H 20.783 -19.332 26.550 0.2532
H 19.323 -19.140 27.387 0.3240
H 19.195 -19.380 25.656 0.3912
C 25.084 -11.520 24.730 0.1106
O 26.002 -11.926 25.427 -0.6374
N 25.129 -10.625 23.738 0.2755
C 23.899 -10.138 23.141 -0.7921
C 26.313 -9.802 23.473 -1.0395
H 24.162 -12.131 24.765 0.3436
H 23.741 -9.069 23.298 0.3897
H 23.077 -10.748 23.515 0.0434
H 23.873 -10.272 22.054 0.2903
H 27.206 -10.417 23.534 0.3106
H 26.217 -9.421 22.459 0.3687
H 26.334 -8.978 24.187 0.3306
C 22.116 -17.214 21.503 0.5550
O 21.519 -17.179 20.446 -0.6994
N 22.970 -18.171 21.890 0.2250
C 23.895 -18.053 22.991 -0.7696
C 23.212 -19.321 21.029 -1.0373
H 21.992 -16.484 22.326 0.0095
H 23.876 -17.081 23.489 -0.1656
H 24.891 -18.211 22.584 0.4317
H 23.647 -18.708 23.831 0.4097
H 22.395 -19.495 20.337 0.3267
H 24.122 -19.137 20.449 0.3227
H 23.379 -20.213 21.631 0.3495
C 24.901 -15.218 21.513 -0.4888
C 25.054 -14.582 22.739 0.6246
C 26.181 -14.800 23.541 -0.1860
C 27.141 -15.699 23.125 -0.5364
C 26.963 -16.389 21.936 -0.5814
C 25.855 -16.167 21.131 -0.8189
N 28.350 -15.882 23.923 1.0760
O 28.405 -15.371 25.029 -0.5782
O 29.276 -16.490 23.410 -0.6420
H 24.042 -14.974 20.901 0.6189
H 24.408 -13.784 23.079 -0.0958
H 26.182 -14.253 24.474 0.5858
H 27.766 -17.031 21.596 0.5016
H 25.830 -16.681 20.180 0.5769
C 23.486 -16.385 26.344 -0.1977
C 23.843 -17.730 26.467 -0.2649
C 25.080 -18.073 27.021 -0.6519
C 25.990 -17.065 27.317 -0.2059
C 25.691 -15.739 27.058 -0.2814
C 24.440 -15.403 26.613 -0.2324
N 27.259 -17.410 27.960 0.9814
O 28.116 -16.554 28.087 -0.5699
O 27.358 -18.559 28.395 -0.6275
H 22.516 -16.098 25.961 0.3345
H 23.117 -18.520 26.328 0.3517
H 25.429 -19.081 27.193 0.5030
H 26.375 -14.934 27.292 0.4284
H 24.205 -14.354 26.481 0.3751
C 20.576 -9.540 19.468 -0.8229
C 20.965 -9.756 18.152 -0.6656
C 20.384 -10.804 17.437 -0.3838
C 19.451 -11.636 18.031 -0.5070
C 19.133 -11.421 19.360 -0.0397
C 19.724 -10.437 20.108 0.3080
N 18.858 -12.741 17.280 1.1471
O 17.896 -13.278 17.814 -0.6328
O 19.313 -13.068 16.210 -0.6007
H 21.056 -8.736 20.015 0.4087
H 21.572 -9.030 17.630 0.4258
H 20.718 -10.856 16.408 0.4664
H 18.318 -12.012 19.763 0.6117
H 19.440 -10.251 21.134 0.2468
```